Entry 1:
71
Properties=species:S:1:pos:R:3 method="wB97M-V/def2-TZVPD" charge=+2 orbital_gap_ev="4.5 / 4.5" total_energy_ev=-159941.1155 homo_energy_ev="-12.131 / -12.123"
H 0.31222 0.11372 -4.19369
C 3.33658 -1.24175 1.74452
C 1.16295 -6.56461 1.75227
H 3.28216 -1.57038 4.60215
C 0.27254 1.68608 -1.09195
H -0.40998 2.37568 -4.90468
C -0.21187 2.13992 -3.86797
H 0.41051 -6.23847 2.47265
H -3.37875 4.61819 -3.25427
C 0.53981 2.30234 1.10337
Br -5.72083 8.94820 -3.80858
H -2.53795 -0.60664 5.30428
C -0.85141 -6.30410 -0.55592
H 1.99226 -5.89740 -2.12561
C 2.16468 -6.34578 -1.14550
Ru 0.81188 -0.79332 0.34776
H 0.15402 4.34219 1.61122
C -2.12269 -2.27499 -0.72511
H -0.83291 8.05431 -3.78506
C -4.20815 7.87260 -3.68251
C 1.17415 -1.19476 4.65236
S 5.29980 -1.50421 0.19730
H 2.14353 -6.26885 2.13054
O 0.75352 -0.51295 -1.69779
C 2.31645 -1.18566 2.77119
C -0.15579 3.95855 -0.48244
H 0.79022 1.99351 2.11032
C 0.72472 -1.26211 5.96619
C 0.87198 -3.98797 0.20984
N -0.81574 5.55141 -3.40964
H -0.94156 -7.38640 -0.66816
H 3.15592 -6.04179 -0.80367
C -1.03751 -0.70269 3.79684
C -4.37248 6.49198 -3.48425
H -5.36818 6.07822 -3.41293
H -1.02063 -1.08872 7.17122
C 0.41138 0.61618 -2.07741
H -2.84780 9.51498 -3.94919
Cl -1.64166 -0.86661 0.29876
H 1.39292 -1.47763 6.78876
C -0.10064 2.97722 -1.46245
Cl -2.24549 -1.81886 -2.41523
Si 0.84572 -5.82669 0.06824
C 0.17790 0.91926 -3.48365
C -2.94459 8.45059 -3.79153
C 0.17880 3.60965 0.81731
C 0.32211 -0.92356 3.57668
N 2.84952 -0.95730 0.48329
H 5.26843 -1.81844 2.62201
H -1.71649 -0.50416 2.98111
C -1.48852 -0.76613 5.09791
C -0.62119 -1.04340 6.16759
C -1.99265 6.26897 -3.49826
C -1.83117 7.64585 -3.70085
H -1.04809 -5.85334 -1.53164
C 0.85263 -2.76795 0.25802
C 4.65658 -1.55181 1.77619
H -0.44833 4.97430 -0.71641
H 1.13688 -7.65544 1.70979
N 1.07607 -0.92669 2.40771
H -1.63071 -5.97949 0.13739
N 2.43677 -1.35289 4.10247
H 2.17268 -7.43079 -1.26885
H 3.59779 -0.93344 -1.47662
N 0.58400 1.34555 0.17008
C 3.78056 -1.07118 -0.42251
C -3.26850 5.68644 -3.39360
C -0.37218 3.21460 -2.89061
N -0.78780 4.35154 -3.28293
H -3.09602 -2.58371 -0.36352
H -1.34245 -3.01899 -0.58238

Entry 2:
72
Properties=species:S:1:pos:R:3 method="wB97M-V/def2-TZVPD" orbital_gap_ev="6.4 / 6.4" total_energy_ev=-151682.7743 homo_energy_ev="-8.383 / -8.382"
C -1.30922 1.60745 -2.13528
C -2.17410 -5.01145 -3.40319
C 2.76178 4.04766 3.82776
C -0.48963 2.11582 -0.95913
H -3.55586 -0.52477 -0.43580
C 0.26722 -4.32195 -4.77227
H 1.89858 0.95761 -1.25313
Ru -0.58567 -1.28185 -1.53152
C 0.60684 -0.77160 0.93083
H 2.68455 2.32551 -2.05130
S -1.58751 -3.81491 1.85411
C 0.46998 2.89719 2.75868
C -0.74537 -0.49694 1.23840
C -1.42132 -3.84143 -3.08567
H 1.94870 0.05200 3.91576
H -3.24188 3.01556 -4.56581
H 2.88364 -5.15496 2.17341
S -2.04505 -2.81440 -1.82790
H 3.65004 4.50755 4.23720
N -0.01219 1.90922 5.00192
C 1.73219 1.81486 -1.90553
C 1.28265 3.67562 1.95405
N 0.68924 -4.96513 -5.62534
H -0.27601 1.31546 -0.25380
C -1.92722 -0.01222 -3.82389
C -2.68643 2.25229 -4.03679
C -0.11446 0.19727 3.45171
H -1.90197 -1.01887 -4.21725
N 0.79236 2.73474 -1.28935
Br 3.56664 5.26613 1.38921
H 0.82570 -4.09247 3.38816
C -0.25611 -3.50507 -3.71286
H -0.42837 2.46976 2.33493
C 1.18360 -0.13347 3.17268
H 2.20738 -5.37976 -0.09242
C 0.02494 -4.04309 1.50634
C -2.02700 2.56106 -2.86016
H -4.44699 0.15166 1.79268
C 1.55408 -0.64118 1.91134
C -2.51440 0.18523 2.70747
H 2.58987 -0.86077 1.68730
C 2.00979 -4.38366 0.30716
S 0.64375 -2.11802 -3.28461
H -1.08036 2.86774 -0.42506
C -3.38557 -0.00777 1.67056
C -1.13714 -0.05343 2.50476
H 1.67023 4.43610 -2.09539
H 2.57351 -3.65448 -0.27497
H -2.86315 0.50771 3.67986
C 0.68565 3.96941 -2.04369
H 2.15487 3.13561 5.67921
C 0.81210 2.66559 4.08937
H -3.10074 0.69841 -5.46309
C 2.33596 -4.28499 1.81265
O 0.89985 -1.11895 -0.33455
H 0.01138 -4.25313 -0.52632
C -1.30528 0.28235 -2.60373
C 2.43370 4.22985 2.49430
N -0.48157 0.80549 4.69671
H 1.39428 1.44530 -2.88704
N 1.01341 -4.20373 2.40851
H -2.06240 3.57587 -2.48056
H 1.03673 3.81794 0.90940
N 0.58865 -4.07017 0.27605
H 0.00980 4.65959 -1.53348
C -2.61506 0.96071 -4.53203
H 0.32355 3.82957 -3.07264
C 1.93198 3.27869 4.62977
N -2.77933 -5.95760 -3.65003
C -2.89462 -0.40554 0.41374
H 2.92324 -3.39077 2.03389
N -1.62043 -0.63707 0.20567

Entry 3:
75
Properties=species:S:1:pos:R:3 method="wB97M-V/def2-TZVPD" orbital_gap_ev="6.4 / 6.4" s2=0.75 total_energy_ev=-127690.9884 multiplicity=2 homo_energy_ev="-7.175 / -7.170"
H 0.55794 1.44224 3.21860
H -1.17694 5.03564 -2.96969
C -0.89333 -6.30500 -0.14568
C 2.27954 -1.66381 -1.78260
C 4.01430 1.67845 -2.04779
H 0.42996 3.81313 2.92926
O 2.70798 -2.48940 -2.73802
H 4.73146 2.24271 -2.62773
C -0.61635 4.60065 -2.14093
C 0.71609 5.33514 -1.96460
O -0.42074 -1.57326 1.36919
N -0.36480 0.93820 -1.94810
N 0.18171 -0.21231 -3.91741
H -0.94458 1.96024 4.72520
H -5.10695 1.27134 4.04619
C -1.46291 1.45809 2.71189
H -1.26900 -5.01395 -1.81760
Cl 0.50585 -0.25103 4.78553
H -1.72624 -6.95958 -0.36940
C -0.01825 0.93401 -3.19537
H 0.69340 -0.16533 -4.77923
C -1.76014 1.71673 4.05169
N -0.61822 2.22586 -1.49516
H 0.54530 6.40181 -1.81816
H -0.60102 3.65361 1.48014
C -3.05148 1.66464 4.54306
C -4.85880 1.91573 -1.64556
H 2.43269 -4.49270 -2.25973
C 1.84398 -3.66212 -2.64061
C 0.72689 -3.25284 -1.64934
N -4.06453 1.62841 -0.62579
O 1.41417 3.20734 1.20493
H 3.38932 3.35972 -0.83465
C 2.85879 -0.34851 -1.56444
O -1.60471 -1.83182 3.25804
C 2.38682 1.54932 -0.31304
C -3.00852 0.95835 -0.53050
H 1.48230 -3.89927 -3.63689
C -3.81166 1.02548 2.36338
N 1.24652 -1.98650 -1.10088
H 1.49740 -0.97490 2.78461
H 0.26220 -1.06397 -3.38826
H -0.27945 -7.40607 1.59004
C 0.73472 -1.38855 3.43007
H 4.29584 -0.16312 -3.13977
N -5.60677 2.20977 -2.47518
C -2.51085 1.08336 1.87997
H 1.25168 4.95016 -1.09353
C 1.22619 -4.60041 0.43047
H 1.60637 -5.89119 2.09240
Cl 1.36854 -2.92631 4.06645
C 0.22221 3.21724 2.04620
C -0.43411 3.13517 -2.38360
C -0.08259 -6.55426 0.95137
H 2.04187 -3.92622 0.66869
C -0.02301 1.73352 2.34449
H -1.22840 4.69612 -1.24481
N 2.20490 0.22581 -0.53537
C 0.42215 -4.35550 -0.67327
C 1.44366 1.96787 0.71605
C 3.28050 2.30185 -1.03998
H 1.35364 5.21397 -2.84317
C -0.58030 -1.63391 2.64216
H -4.60285 0.71452 1.69670
H -0.20161 -3.02079 -2.17956
C 3.78688 0.33858 -2.32577
C 0.97588 -5.70204 1.23531
Co 0.72195 -0.57649 0.17355
H -3.24132 1.86803 5.58923
S 0.06997 2.49644 -3.92356
C -4.08799 1.32753 3.68465
C -0.63687 -5.20867 -0.95668
N -2.25630 0.70369 0.52311
H -1.39704 0.20291 0.34500
N 0.63707 1.09645 1.18379

Entry 4:
69
Properties=species:S:1:pos:R:3 method="wB97M-V/def2-TZVPD" orbital_gap_ev=9.5 total_energy_ev=-59907.3479 homo_energy_ev=-9.156
C 4.30752 3.61729 -0.54015
F 0.46974 0.79551 0.96336
C 4.30341 -3.13121 2.17038
C -3.20031 1.29089 -1.96556
H -5.01669 5.95310 1.62784
H 6.29901 -3.92571 2.30317
H -2.78411 2.23009 -1.47673
C 5.29007 2.63918 -0.67400
F 6.08025 0.57128 2.31459
F -3.38577 -0.61127 -0.51662
H 2.43950 -2.06319 2.04800
C -4.21186 5.72430 2.31670
H -1.04467 4.51465 2.27947
H -1.84365 -8.18175 -3.79858
C 3.02004 3.37516 -1.00783
C -1.64841 -4.94176 -2.81796
C -0.92081 0.64978 0.63724
H -2.98510 -2.06074 -2.47520
H -1.29769 -6.55985 0.14272
H 4.54528 4.56647 -0.07234
H -3.13788 1.35002 -3.11931
C -1.06951 -0.04436 -0.78725
C -1.96638 4.91637 2.68393
H -5.29277 6.32428 4.07509
C 4.98569 1.41870 -1.26953
C -1.43281 -6.41628 -0.92452
O -0.61888 -2.41618 0.18321
C 2.72839 2.15414 -1.59403
H -1.38729 -4.26984 -0.79355
H -1.67998 -3.94796 -3.24612
H 3.83500 -4.10945 2.13203
H 6.29518 2.83012 -0.31228
C -1.77645 -6.04804 -3.64362
F -2.87656 5.00813 0.51001
C -3.30774 5.64246 4.54868
H -0.14499 0.33445 -1.35796
H 3.52319 0.17603 2.15520
H -5.36649 0.32702 -2.23302
F -1.47232 -0.09726 1.71241
H -4.56097 2.43811 -0.29228
H -3.42253 5.81049 5.61469
C -3.01762 5.21549 1.83062
O -0.98130 -1.94932 -2.17597
C -1.73596 -7.33483 -3.13110
C -1.55750 -7.51937 -1.76412
H 7.36886 -1.67699 2.37288
N -5.32424 1.83580 -0.67319
H 5.75275 0.65925 -1.37663
C -2.11125 5.13675 4.04950
H -1.51565 -8.52280 -1.35392
C 5.49986 -0.63879 2.26784
C 3.69615 1.17231 -1.72733
H 2.24409 4.12676 -0.91955
C -0.83198 -1.65220 -0.76417
H 3.43907 0.22414 -2.18524
C -1.48096 -5.12686 -1.44961
F -1.53340 1.92130 0.65945
H -1.29138 4.91413 4.72394
F -1.94311 -5.86915 -4.96451
C -2.19546 -1.22572 -2.59691
H -2.22579 -0.88913 -3.69136
C 4.11924 -0.72892 2.18014
C 6.29151 -1.77591 2.30803
C 3.51873 -1.98240 2.12554
C -2.48859 -0.07699 -1.52261
F 1.48183 1.91652 -2.04130
C 5.68938 -3.02938 2.26454
C -4.77732 1.10935 -1.62914
C -4.35958 5.93379 3.68388

Entry 5:
69
Properties=species:S:1:pos:R:3 method="wB97M-V/def2-TZVPD" charge=-1 orbital_gap_ev="6.2 / 6.6" s2=3.76 total_energy_ev=-114293.3633 multiplicity=4 homo_energy_ev="-4.180 / -4.598"
C 12.27327 5.90497 13.30092
C 10.33158 9.87462 14.84608
H 14.17725 5.14393 12.69239
H 13.62815 6.85622 16.94171
H 11.25120 8.36870 7.39165
H 18.03348 5.83698 15.35994
C 12.31693 8.35702 17.47368
C 16.31183 7.00325 14.79058
O 7.70850 6.90471 16.18664
H 9.21461 7.97405 5.84912
C 14.78226 4.72957 15.31147
C 10.90065 6.14029 12.90839
H 5.08599 8.76836 17.12265
C 9.22744 6.66103 9.51285
H 7.37911 5.61930 8.97575
H 14.61354 3.94528 10.51234
H 13.13303 9.47796 13.07535
C 6.15871 8.95113 16.83713
H 6.38062 10.00047 16.78295
S 9.33747 7.14420 18.22518
O 8.14991 5.90997 11.45784
C 16.96056 5.84358 15.18984
H 8.34895 9.61781 14.03117
H 13.54496 4.23538 9.17299
C 8.21650 6.80457 7.36782
O 9.95010 6.54071 13.64927
S 11.74188 3.97698 19.16161
H 6.42809 8.56852 15.84389
H 14.58920 5.51532 9.88567
V 9.88765 6.62993 15.58426
C 9.40373 9.71031 13.80713
H 14.46072 7.98092 14.46746
Te 13.11227 9.98659 16.22704
C 14.18404 5.91720 14.93918
C 9.26529 7.61939 6.86891
H 7.48797 6.46796 6.64001
C 12.52604 6.97526 16.85834
C 13.95960 4.70326 10.08916
H 12.90614 8.45657 18.39385
C 11.17399 9.53064 12.25908
H 14.19788 3.83162 15.45992
H 11.09805 7.63065 9.73226
C 10.29888 7.45346 9.04528
C 11.56303 5.37541 10.68083
C 9.81528 9.54681 12.50743
C 12.89163 5.11557 11.06683
H 11.28671 8.50217 17.72396
S 10.10359 4.15192 15.83006
C 8.20976 6.33586 8.64482
H 11.32316 5.24078 9.61719
Sb 9.70033 4.09495 18.16220
C 13.16019 5.34612 12.36656
C 12.72631 6.13985 14.67193
C 10.62389 5.93270 11.52836
H 12.11890 6.24578 17.53742
C 11.68888 9.77913 14.62958
H 16.64577 3.78523 15.69918
H 9.91405 10.04807 15.84672
H 11.56837 9.36754 11.28297
C 7.93463 7.51136 17.25670
C 9.22390 6.14300 10.94579
N 11.98842 6.74489 15.48913
C 12.08881 9.57400 13.29534
H 9.08061 9.41738 11.65778
H 16.81644 7.96504 14.58521
C 14.94880 7.03552 14.72066
C 16.17586 4.73421 15.40839
O 7.04551 8.40356 17.82218
C 10.33090 7.90639 7.72047

Entry 6:
71
Properties=species:S:1:pos:R:3 method="wB97M-V/def2-TZVPD" charge=+1 orbital_gap_ev=6.8 total_energy_ev=-65366.9559 homo_energy_ev=-11.755
C -1.15497 -4.33972 0.95231
C 2.96031 0.05467 0.23001
C 5.31191 1.39330 -0.39542
H -1.75726 -0.08694 -5.08302
C 1.37392 -1.60805 4.54492
H -0.53443 4.34710 -1.97690
O 7.48701 1.43607 -1.32577
H -3.16520 -3.84701 1.53682
H 2.06755 0.20795 3.65216
H 4.74166 2.75830 1.18046
O -0.24495 0.08740 -1.18239
C 0.09656 -3.80986 0.66167
S -0.42152 0.28433 -2.62464
H -1.88007 -2.38793 5.13385
C 0.25697 -2.34352 4.94015
H -6.80041 0.91951 -3.63580
O 0.22100 -0.64715 -3.50058
H -1.27177 1.80848 3.01726
H 1.66706 3.03827 -2.32371
C -2.13211 0.21387 -2.99145
H -2.77921 0.46852 -0.95794
H -6.76529 -0.83033 -3.47452
H 0.50378 4.22067 -0.53574
C 6.61937 2.03793 -0.76783
H 2.39350 -2.48840 0.13373
C 3.77965 -0.42123 -0.79006
O -1.04937 2.51387 0.67319
H -6.45064 -0.08807 -5.04417
C 1.57975 -1.82953 0.43738
C -0.10641 3.66141 -1.24697
C -2.17385 -3.48059 1.31050
H -0.08584 2.16764 -3.81571
N 0.11060 1.78314 -2.90495
C -1.90623 -2.11570 1.37303
O -2.34893 2.91034 -1.08933
C -3.85846 -0.02832 -4.62716
H 0.92440 -4.44695 0.37925
C -4.41932 0.24373 -2.31240
C 3.29955 1.21698 0.90904
C 4.95446 0.24246 -1.08931
C -2.51028 0.03048 -4.31468
H -1.32515 -5.40622 0.89860
H 5.61071 -0.11522 -1.87117
C 4.47636 1.87873 0.60674
C 1.20129 -0.36621 3.96628
C -1.26881 2.98579 -0.55289
H -2.18289 -0.16762 4.07165
C -0.28079 1.36905 2.98980
H 2.63605 1.59384 1.68162
N 0.56718 -4.72688 5.90029
H 3.48051 -1.28133 -1.37591
Au -0.19027 0.70273 1.00947
O 6.78233 3.33600 -0.44111
C -6.29060 0.01623 -3.97308
C 0.27239 -2.44212 0.74091
H -2.68118 -1.40992 1.64622
C -3.07992 0.31707 -1.97949
N 1.73968 -0.58512 0.55668
H 2.36400 -2.01761 4.69149
H -5.16414 0.33470 -1.53179
N -0.71579 -1.61303 1.08984
H 1.12163 1.92243 -1.11399
C 0.77014 2.60037 -1.88815
H 5.96270 3.72621 -0.11766
C -0.08137 0.14875 3.76437
C -1.02693 -1.81672 4.79335
H 0.52020 2.10225 2.98084
C 0.42869 -3.66285 5.49086
C -1.18996 -0.58060 4.20454
H -4.16176 -0.16810 -5.65689
C -4.82678 0.07825 -3.63668

Entry 7:
72
Properties=species:S:1:pos:R:3 method="wB97M-V/def2-TZVPD" charge=-1 orbital_gap_ev="5.8 / 6.8" s2=6.06 total_energy_ev=-234783.6058 multiplicity=5 homo_energy_ev="-3.847 / -4.838"
H -5.63063 -0.88461 0.92890
H 1.78418 1.79419 3.68155
N -0.07721 0.26153 -1.20784
Se -0.22604 -2.46569 0.97752
C 3.51259 1.37789 -0.04711
H 2.77221 -0.29972 -1.14591
N -0.25492 0.08460 2.89277
C 2.61795 1.14966 1.16798
H 4.44255 3.11317 0.79514
C 4.38654 2.46502 -0.06970
C 1.59237 2.30399 1.23199
H -2.84827 -3.98571 1.87761
H 2.07395 -0.73069 1.64795
H -7.31557 -1.92913 2.38333
H 5.64620 2.12749 -3.20041
C -6.03608 -3.56054 2.95825
C -3.30126 -2.65237 -3.72609
C -0.22181 1.71275 -2.88996
C 0.37527 -0.49431 -2.18040
H 0.91845 4.14181 -2.26249
H 6.27779 -0.26257 3.69649
P -2.82718 -1.67522 0.21128
C 4.67111 0.51411 4.89305
H 5.12919 0.17853 1.55426
H 2.90307 1.32745 5.81011
H 5.16582 0.30889 5.83453
H -2.03639 -3.16947 -2.05748
C -4.78361 -4.13559 2.81851
H 0.71043 4.88279 -3.86063
C -3.83865 -3.55539 1.97487
H -4.52971 -5.02863 3.37661
N -0.42698 1.53509 -1.64533
C -5.04755 -1.07319 -3.24711
H -1.30079 3.49220 -3.15230
S -0.30497 -0.06792 5.68716
C -0.28972 0.00497 4.05640
C 3.42609 0.55999 -1.16608
C 0.81309 3.93588 -3.32797
H 1.73088 3.44935 -3.66545
O 2.01542 3.42387 1.45560
C -6.34467 -2.39451 2.26252
H -6.76932 -4.00640 3.61952
C 4.64709 0.43583 2.49030
H 0.58852 -2.19120 -1.11433
C 5.05273 1.91481 -2.31938
O 1.88281 -0.08863 0.94530
C -4.62503 -1.00480 -1.92930
C -5.40025 -1.81597 1.43152
C -3.54232 -1.76504 -1.48335
C -2.88418 -2.58453 -2.39857
C 3.40788 1.09060 4.88332
S 0.40963 0.30623 -3.70416
C 2.76894 1.34757 3.68022
Cr -0.22459 0.09190 0.93487
H -5.88906 -0.47459 -3.57563
H -4.70671 -1.94069 -5.18432
H 4.11107 0.18128 -3.16299
Se -2.72239 0.47128 0.71097
H -2.77721 -3.29230 -4.42626
C 5.29325 0.18929 3.69533
H 5.81845 3.58148 -1.19919
C 3.38248 1.01808 2.47384
N 0.83726 -1.74766 -2.02230
H 0.92191 -2.32687 -2.83877
O 0.37547 1.97388 0.99786
C 5.14918 2.72942 -1.19558
C -4.38311 -1.89725 -4.15128
H -5.12423 -0.33085 -1.24409
H -0.56990 2.88712 -4.63587
C -0.40240 3.03637 -3.56771
C 4.19303 0.82906 -2.29810
C -4.14213 -2.39738 1.26598